Entry 1:
Molecular formula: C3H5NO
Method: DFT, wB97M-V/def2-TZVPD

CARTESIAN COORDINATES (ANGSTROEM)
O: 0.995 -0.191 1.052
C: 1.560 -0.862 0.116
C: 0.175 0.259 -0.440
C: -1.217 -0.150 -0.278
N: -0.780 1.210 0.077
H: 2.639 -1.084 0.382
H: 0.633 0.566 -1.376
H: -1.885 -0.216 -1.134
H: -1.411 -0.861 0.520
H: -0.706 1.330 1.081

Properties
* E_HOMO: -0.290 Eh
* lowest unoccupied orbital energy: 0.80 eV
* maximum force: 0.49 eV/Å
* total charge: 0
* energy relative to the best compared isomer or geometry (same formula, charge and spin): 648.33 kJ/mol
* HOMO-LUMO gap: 8.7 eV

Atom charges from the Löwdin analysis, given in e for atoms 1 to 5: atom 1 (O): -0.073, atom 2 (C): -0.037, atom 3 (C): -0.284, atom 4 (C): -0.127, atom 5 (N): 0.035



Entry 2:
Molecular formula: C3H5NO
Method: DFT, wB97M-V/def2-TZVPD

CARTESIAN COORDINATES (ANGSTROEM)
C: 0.990 0.734 -0.178
C: -2.833 -0.234 -0.419
C: -3.670 -0.037 0.416
H: 3.279 -1.062 0.211
H: 1.484 1.647 0.164
H: -0.044 0.748 -0.472
H: -2.023 -0.358 -1.113
H: -4.450 0.153 1.131
N: 1.625 -0.364 -0.162
O: 2.932 -0.170 0.288

Properties
* E_HOMO: -0.378 Eh
* SMILES string: C=NO.C#C
* lowest unoccupied orbital energy: 1.12 eV
* maximum force: 0.80 eV/Å
* total charge: 0
* energy relative to the best compared isomer or geometry (same formula, charge and spin): 413.50 kJ/mol
* HOMO-LUMO gap: 11.4 eV

Atom charges from the Löwdin analysis, given in e for atoms 1 to 5: atom 1 (C): -0.041, atom 2 (C): -0.020, atom 3 (C): -0.008, atom 4 (H): 0.082, atom 5 (H): 0.083



Entry 3:
Molecular formula: C3H5NO
Method: DFT, wB97M-V/def2-TZVPD

CARTESIAN COORDINATES (ANGSTROEM)
C: -1.399 1.120 -0.208
O: -1.159 0.838 -1.352
C: 1.005 -0.933 -0.560
C: 0.895 -0.359 0.755
N: 1.808 -1.214 0.714
H: -1.986 0.457 0.462
H: -1.037 2.060 0.249
H: 0.427 0.327 1.453
H: 1.508 -0.390 -1.360
H: 0.309 -1.704 -0.889

Properties
* E_HOMO: -0.378 Eh
* SMILES string: C1=NC1.C=O
* lowest unoccupied orbital energy: 0.60 eV
* maximum force: 0.57 eV/Å
* total charge: 0
* energy relative to the best compared isomer or geometry (same formula, charge and spin): 326.01 kJ/mol
* HOMO-LUMO gap: 10.9 eV

Atom charges from the Löwdin analysis, given in e for atoms 1 to 5: atom 1 (C): -0.182, atom 2 (O): -0.006, atom 3 (C): -0.173, atom 4 (C): -0.202, atom 5 (N): 0.115



Entry 4:
Molecular formula: C3H5NO2
Method: DFT, wB97M-V/def2-TZVPD

CARTESIAN COORDINATES (ANGSTROEM)
C: 1.445 0.523 0.525
C: 0.091 0.232 1.085
O: -0.509 0.826 1.936
O: -0.422 -0.925 0.484
C: -1.193 -0.894 -0.665
N: -0.768 -0.585 -1.814
H: 2.000 -0.415 0.478
H: 1.252 0.810 -0.504
H: 1.994 1.284 1.080
H: -2.193 -1.260 -0.420
H: -1.533 -0.761 -2.471

Properties
* E_HOMO: -0.395 Eh
* SMILES string: [H]/N=C/OC(C)=O
* lowest unoccupied orbital energy: 0.90 eV
* maximum force: 1.13 eV/Å
* total charge: 0
* energy relative to the best compared isomer or geometry (same formula, charge and spin): 122.26 kJ/mol
* HOMO-LUMO gap: 11.6 eV

Atom charges from the Löwdin analysis, given in e for atoms 1 to 5: atom 1 (C): 0.015, atom 2 (C): -0.485, atom 3 (O): 0.146, atom 4 (O): -0.009, atom 5 (C): -0.265